Entry 1:
{
  "formula": "C20H48N2O9P",
  "method": "ωB97M-V/def2-TZVPD",
  "elements": ["C", "C", "N", "C", "C", "P", "N", "O", "C", "C", "O", "C", "C", "O", "H", "H", "H", "H", "H", "H", "H", "H", "H", "H", "H", "H", "H", "H", "H", "H", "H", "H", "H", "H", "C", "O", "C", "C", "O", "C", "C", "O", "C", "H", "H", "H", "H", "H", "H", "H", "H", "H", "H", "H", "H", "H", "H", "C", "O", "C", "C", "O", "C", "C", "O", "C", "H", "H", "H", "H", "H", "H", "H", "H", "H", "H", "H", "H", "H", "H"],
  "coordinates": [[0.319, 1.310, 3.208], [-0.954, 0.456, 3.316], [-1.481, -0.108, 2.081], [-2.045, 0.869, 1.139], [-3.438, 1.377, 1.504], [-4.965, 0.345, 0.996], [-4.603, 0.611, -0.772], [-4.064, -1.147, 0.939], [-4.137, -1.915, 2.102], [-5.293, -1.379, 2.948], [-5.378, -0.006, 2.670], [-0.647, -1.037, 1.414], [0.382, -0.531, 0.418], [-0.764, -2.231, 1.592], [0.346, 1.884, 2.280], [0.424, 1.982, 4.066], [1.209, 0.665, 3.203], [-1.761, 1.066, 3.734], [-0.793, -0.370, 4.017], [-1.356, 1.730, 1.023], [-2.105, 0.395, 0.152], [-3.504, 1.637, 2.568], [-3.572, 2.325, 0.959], [-6.159, -0.376, 0.569], [-5.750, 1.567, 1.107], [-5.440, 1.055, -1.139], [-3.854, 1.283, -0.906], [-4.286, -2.979, 1.852], [-3.211, -1.870, 2.691], [-6.245, -1.879, 2.703], [-5.075, -1.504, 4.018], [0.115, -0.878, -0.585], [0.485, 0.554, 0.398], [1.347, -0.977, 0.682], [5.208, 4.902, -2.020], [4.315, 5.286, -1.003], [2.995, 4.800, -1.174], [2.365, 4.384, 0.135], [2.893, 3.199, 0.700], [4.183, 3.216, 1.276], [4.278, 3.950, 2.594], [4.162, 5.353, 2.438], [3.373, 5.982, 3.420], [5.047, 5.477, -2.940], [6.217, 5.097, -1.660], [5.117, 3.835, -2.252], [2.984, 3.949, -1.864], [2.374, 5.596, -1.606], [1.324, 4.137, -0.087], [2.363, 5.210, 0.849], [4.941, 3.570, 0.573], [4.397, 2.166, 1.493], [5.256, 3.721, 3.038], [3.502, 3.572, 3.269], [2.435, 5.443, 3.586], [3.139, 6.983, 3.059], [3.907, 6.068, 4.374], [2.330, -4.727, -5.306], [0.989, -4.645, -4.897], [0.319, -5.890, -4.830], [-0.611, -5.981, -3.641], [0.034, -6.090, -2.389], [0.628, -4.927, -1.830], [-0.346, -3.915, -1.277], [-1.071, -3.251, -2.299], [-2.440, -3.048, -1.982], [2.417, -4.902, -6.385], [2.803, -3.775, -5.068], [2.863, -5.524, -4.775], [1.043, -6.713, -4.783], [-0.285, -6.019, -5.739], [-1.156, -6.922, -3.752], [-1.341, -5.169, -3.653], [1.324, -4.458, -2.530], [1.210, -5.297, -0.982], [0.222, -3.172, -0.706], [-1.030, -4.406, -0.578], [-2.894, -3.963, -1.586], [-2.949, -2.777, -2.907], [-2.582, -2.248, -1.251]],
  "atomic_forces_ev_per_a": [[0.368, -0.411, -0.063], [-0.380, 0.001, 0.279], [0.105, 0.251, -0.401], [0.110, 0.390, -0.129], [0.149, 0.193, 0.048], [-0.329, 0.035, -0.348], [-0.065, -0.071, 0.213], [0.200, -0.146, 0.070], [0.033, -0.379, 0.223], [-0.072, 0.468, -0.109], [0.092, -0.171, 0.081], [-0.319, -0.613, 0.018], [0.104, 0.003, -0.212], [0.412, 0.412, 0.285], [-0.059, 0.153, 0.189], [-0.107, -0.013, -0.149], [-0.093, 0.103, -0.063], [0.080, -0.110, -0.043], [0.004, 0.086, -0.026], [-0.067, -0.068, 0.011], [0.009, -0.060, 0.188], [-0.013, -0.150, -0.106], [-0.011, -0.072, 0.121], [0.093, 0.055, 0.045], [0.102, -0.023, 0.132], [0.028, -0.079, -0.095], [-0.026, 0.063, -0.024], [-0.053, 0.160, -0.054], [0.034, 0.171, -0.212], [0.097, -0.026, 0.055], [-0.166, -0.141, -0.090], [0.034, 0.036, 0.094], [-0.055, -0.080, 0.031], [-0.136, 0.029, -0.053], [-0.022, 0.096, -0.022], [0.052, -0.188, 0.151], [-0.017, 0.142, -0.117], [-0.126, 0.052, 0.038], [-0.086, -0.142, -0.032], [0.091, -0.076, -0.005], [0.127, 0.044, 0.123], [-0.159, -0.024, -0.143], [0.074, 0.026, 0.016], [-0.015, -0.039, -0.028], [-0.002, 0.038, -0.010], [0.004, -0.002, -0.002], [0.032, -0.028, 0.026], [-0.039, -0.058, -0.069], [-0.016, 0.025, 0.026], [0.155, 0.010, -0.035], [-0.064, 0.153, 0.037], [0.028, -0.002, -0.027], [-0.037, -0.063, 0.062], [-0.039, 0.013, -0.024], [-0.003, -0.004, 0.005], [0.040, 0.013, 0.011], [-0.030, -0.031, 0.026], [-0.057, 0.029, -0.069], [0.059, -0.002, 0.221], [-0.023, -0.001, -0.170], [-0.176, -0.011, -0.027], [0.095, -0.151, 0.015], [0.080, 0.106, 0.044], [-0.039, 0.249, 0.012], [0.020, -0.324, -0.101], [-0.030, 0.221, 0.069], [0.022, -0.045, 0.002], [-0.011, 0.018, -0.034], [0.005, 0.001, 0.000], [0.032, 0.022, 0.037], [0.030, -0.089, -0.013], [-0.049, 0.024, -0.015], [0.135, 0.097, 0.003], [-0.125, 0.031, -0.071], [0.019, -0.004, -0.009], [0.001, -0.108, 0.144], [-0.013, -0.018, -0.001], [0.013, -0.034, -0.002], [0.027, 0.057, 0.019], [-0.064, -0.021, 0.035]],
  "homo_lumo_gap_ev": 6.37,
  "mol_weight_g_mol": 491.583,
  "charge": -1,
  "de_lowest_kcal_mol": 27.38
}

Entry 2:
{
  "formula": "C20H49BBr2InO13S5",
  "method": "ωB97M-V/def2-TZVPD",
  "elements": ["C", "C", "S", "C", "In", "B", "O", "C", "C", "C", "Br", "C", "C", "Br", "H", "H", "H", "H", "H", "H", "H", "H", "H", "H", "H", "H", "H", "H", "H", "H", "H", "O", "S", "O", "O", "C", "C", "C", "H", "H", "H", "H", "H", "H", "H", "H", "O", "S", "O", "O", "C", "C", "C", "H", "H", "H", "H", "H", "H", "H", "H", "O", "S", "O", "O", "C", "C", "C", "H", "H", "H", "H", "H", "H", "H", "H", "O", "S", "O", "O", "C", "C", "C", "H", "H", "H", "H", "H", "H", "H", "H"],
  "coordinates": [[2.022, 2.839, 4.404], [1.357, 2.563, 3.017], [1.597, 0.840, 2.451], [1.186, 0.801, 0.629], [3.051, 1.242, -0.531], [2.915, 0.824, -2.788], [1.934, 1.413, -3.654], [4.014, -0.182, -3.425], [4.410, 0.248, -4.898], [3.528, 3.495, -0.381], [2.121, 4.862, -0.214], [4.825, 3.888, -0.438], [5.935, 2.804, -0.600], [5.323, 5.803, -0.325], [3.121, 2.974, 4.322], [1.808, 2.054, 5.165], [1.608, 3.798, 4.803], [0.256, 2.711, 3.165], [1.736, 3.336, 2.308], [0.755, -0.211, 0.452], [0.411, 1.580, 0.428], [4.413, 0.280, 0.182], [2.291, 2.288, -3.896], [4.946, -0.086, -2.813], [3.654, -1.235, -3.352], [5.415, -0.168, -5.134], [4.507, 1.359, -4.955], [3.626, -0.105, -5.606], [5.832, 2.239, -1.551], [6.945, 3.261, -0.565], [5.791, 2.096, 0.244], [-3.602, -2.251, 0.720], [-3.164, -3.054, -0.385], [-1.779, -3.366, -0.576], [-3.750, -2.436, -1.743], [-3.470, -1.060, -2.047], [-2.035, -0.848, -2.491], [-4.084, -4.559, -0.406], [-3.714, -0.427, -1.190], [-4.144, -0.780, -2.857], [-1.337, -1.056, -1.680], [-1.879, 0.184, -2.809], [-1.784, -1.517, -3.316], [-5.141, -4.332, -0.294], [-3.740, -5.167, 0.431], [-3.891, -5.077, -1.343], [-8.014, -1.601, 3.592], [-7.920, -0.383, 2.839], [-7.639, -0.394, 1.434], [-6.895, 0.605, 3.571], [-5.559, 0.137, 3.830], [-4.714, 0.089, 2.573], [-9.380, 0.574, 3.106], [-5.591, -0.838, 4.323], [-5.116, 0.841, 4.535], [-5.089, -0.654, 1.871], [-3.682, -0.172, 2.813], [-4.727, 1.054, 2.064], [-9.587, 0.617, 4.173], [-10.196, 0.078, 2.583], [-9.227, 1.570, 2.696], [-4.663, -6.385, 2.685], [-3.993, -6.548, 3.943], [-2.563, -6.572, 4.029], [-4.580, -7.849, 4.679], [-4.538, -9.100, 3.981], [-3.136, -9.677, 3.928], [-4.601, -5.344, 5.080], [-4.959, -8.988, 2.979], [-5.189, -9.783, 4.529], [-2.473, -9.051, 3.331], [-3.149, -10.673, 3.482], [-2.708, -9.740, 4.930], [-5.688, -5.340, 5.047], [-4.211, -4.376, 4.769], [-4.240, -5.588, 6.076], [7.169, 4.186, -5.903], [7.991, 5.159, -5.245], [8.294, 5.061, -3.849], [7.415, 6.623, -5.553], [6.043, 6.901, -5.223], [5.834, 7.062, -3.729], [9.508, 5.325, -6.132], [5.392, 6.125, -5.632], [5.788, 7.834, -5.726], [6.018, 6.128, -3.200], [4.810, 7.370, -3.515], [6.522, 7.806, -3.323], [9.291, 5.434, -7.192], [10.090, 4.422, -5.957], [10.046, 6.191, -5.752]],
  "atomic_forces_ev_per_a": [[-0.039, 0.190, -0.069], [-0.550, 0.514, 0.495], [0.023, 0.084, -0.001], [-0.077, 0.702, 0.402], [-0.253, -0.271, 0.054], [-0.073, -0.287, -0.278], [1.241, 0.031, 0.092], [0.281, 0.991, -0.526], [-0.129, -0.409, 0.666], [1.231, 0.566, 0.162], [0.444, -0.606, -0.094], [-1.285, -0.763, -0.241], [-0.131, 0.960, 0.455], [0.248, -0.925, -0.033], [-0.648, -0.262, -0.015], [0.122, 0.366, -0.612], [0.290, -0.658, -0.292], [0.805, 0.060, -0.356], [-0.298, -0.771, 0.236], [0.258, 0.740, 0.123], [0.356, -0.693, 0.202], [-0.354, 0.321, -0.065], [-0.539, -0.328, 0.148], [-0.810, -0.344, -0.171], [0.318, 0.545, -0.126], [-0.776, 0.154, -0.188], [-0.174, -0.788, -0.072], [0.737, 0.385, 0.260], [-0.039, 0.441, 0.525], [-0.612, -0.282, 0.008], [0.369, 0.359, -0.635], [0.307, -0.003, -0.146], [-0.235, -0.275, -0.496], [-0.190, 0.205, 0.268], [-0.108, -0.399, 0.328], [0.382, 0.785, -0.186], [0.188, -0.148, 0.158], [-0.099, -0.046, -0.058], [-0.014, -0.179, 0.086], [-0.142, -0.310, 0.103], [-0.005, 0.055, -0.022], [-0.082, -0.032, -0.005], [-0.053, 0.065, -0.018], [0.045, 0.028, 0.005], [0.017, 0.116, 0.035], [0.031, 0.079, 0.014], [0.133, 0.021, -0.292], [0.219, 0.625, 0.216], [-0.115, -0.314, 0.237], [-0.670, -0.104, -0.079], [0.967, -0.253, -0.076], [-0.208, -0.067, -0.202], [-0.031, 0.103, 0.086], [-0.205, 0.016, -0.060], [-0.366, 0.101, 0.017], [0.082, -0.018, 0.049], [-0.050, 0.028, 0.046], [0.054, 0.017, 0.105], [0.049, -0.007, -0.031], [0.103, -0.068, -0.011], [0.043, -0.055, 0.006], [0.311, -0.207, -0.047], [-0.150, 0.105, 0.589], [-0.246, -0.046, -0.327], [-0.068, 0.469, 0.034], [0.230, -0.672, -0.385], [0.203, 0.144, -0.075], [-0.117, -0.046, 0.102], [0.021, 0.180, 0.048], [-0.079, 0.301, 0.141], [-0.029, -0.022, 0.006], [-0.103, 0.014, 0.055], [-0.063, -0.048, -0.021], [0.039, -0.021, -0.029], [0.038, -0.091, -0.104], [0.018, -0.029, -0.064], [0.021, 0.090, 0.295], [0.066, 0.483, -0.086], [-0.151, -0.221, -0.259], [0.469, -0.318, -0.194], [-0.825, 0.185, 0.444], [0.173, -0.208, 0.028], [0.044, 0.119, -0.107], [0.183, -0.093, -0.021], [0.325, -0.083, -0.175], [-0.059, 0.045, 0.008], [0.026, -0.002, -0.074], [-0.059, 0.021, -0.034], [-0.029, 0.006, 0.047], [-0.117, -0.014, 0.059], [-0.058, -0.029, 0.015]],
  "homo_lumo_gap_ev": 5.40,
  "mol_weight_g_mol": 943.372,
  "charge": -1
}

Entry 3:
{
  "formula": "C20H49BF4N3O4",
  "method": "ωB97M-V/def2-TZVPD",
  "elements": ["C", "C", "C", "N", "C", "C", "C", "C", "C", "H", "H", "H", "H", "H", "H", "H", "H", "H", "H", "H", "H", "H", "H", "H", "H", "H", "H", "C", "N", "C", "C", "C", "C", "O", "H", "H", "H", "H", "H", "H", "H", "H", "H", "H", "H", "H", "H", "H", "C", "N", "C", "C", "C", "C", "O", "H", "H", "H", "H", "H", "H", "H", "H", "H", "H", "H", "H", "H", "H", "B", "F", "F", "F", "F", "C", "C", "O", "O", "H", "H", "H"],
  "coordinates": [[-3.276, -1.930, 0.675], [-2.350, -2.408, 1.829], [-1.225, -3.206, 1.068], [-0.254, -3.892, 2.008], [-0.856, -5.044, 2.821], [0.838, -4.536, 1.151], [2.115, -3.627, 1.393], [1.987, -3.377, 2.897], [0.511, -2.912, 2.996], [-3.622, -2.858, 0.221], [-2.755, -1.236, 0.015], [-4.138, -1.399, 1.079], [-2.902, -3.092, 2.475], [-2.087, -1.518, 2.401], [-0.537, -2.550, 0.535], [-1.476, -3.888, 0.256], [-1.375, -4.551, 3.644], [-0.147, -5.785, 3.189], [-1.598, -5.460, 2.141], [1.150, -5.510, 1.527], [0.664, -4.549, 0.075], [3.007, -4.216, 1.178], [2.030, -2.738, 0.766], [2.247, -4.305, 3.407], [2.512, -2.543, 3.363], [0.098, -2.867, 4.003], [0.396, -1.950, 2.496], [1.693, 4.173, 2.978], [2.094, 2.857, 3.684], [3.628, 2.578, 3.593], [1.779, 2.992, 5.167], [1.405, 1.567, 3.171], [1.201, 1.492, 1.711], [2.449, 1.562, 1.014], [0.640, 4.441, 3.063], [2.081, 4.052, 1.967], [2.154, 4.959, 3.575], [3.859, 2.589, 2.527], [3.985, 1.730, 4.177], [4.006, 3.501, 4.033], [0.708, 2.833, 5.289], [2.063, 4.006, 5.448], [2.316, 2.191, 5.675], [0.442, 1.428, 3.662], [2.013, 0.741, 3.538], [0.562, 2.267, 1.289], [0.634, 0.561, 1.697], [2.222, 1.165, 0.170], [-0.360, 2.911, -2.287], [-1.774, 2.266, -2.283], [-1.674, 0.738, -2.042], [-2.563, 2.932, -1.145], [-2.522, 2.589, -3.598], [-2.122, 1.780, -4.871], [-0.790, 2.090, -5.142], [0.192, 2.685, -1.375], [-0.384, 3.992, -2.423], [0.287, 2.403, -3.003], [-0.951, 0.247, -2.695], [-2.724, 0.448, -2.073], [-1.302, 0.442, -1.061], [-2.143, 2.757, -0.155], [-3.592, 2.611, -1.311], [-2.563, 3.982, -1.439], [-2.542, 3.662, -3.788], [-3.553, 2.350, -3.335], [-2.600, 1.909, -5.842], [-2.252, 0.707, -4.728], [-0.469, 1.289, -5.564], [-1.086, -0.455, -7.262], [-0.302, 0.117, -8.137], [-1.080, -1.815, -7.447], [-0.636, -0.269, -6.070], [-2.416, 0.085, -7.366], [1.697, -0.529, -3.558], [1.304, -0.571, -2.081], [0.843, -1.678, -1.666], [1.540, 0.394, -1.271], [2.100, 0.370, -4.024], [1.010, -0.978, -4.274], [2.541, -1.200, -3.718]],
  "atomic_forces_ev_per_a": [[-0.156, -0.370, 1.219], [-0.176, -0.711, -2.037], [1.028, 1.547, 1.572], [1.158, -1.892, 0.933], [-1.189, 1.537, -0.505], [2.564, 1.446, 0.104], [-0.835, -0.715, 0.303], [-1.154, 0.976, -0.332], [0.174, -1.172, -1.387], [-0.146, 0.477, -0.686], [0.028, -0.418, -0.253], [-0.061, -0.071, -0.019], [-0.059, 0.072, 0.060], [0.823, -0.323, 0.087], [-0.159, 0.659, -0.150], [-0.829, -0.341, 0.603], [-0.086, -0.409, 0.087], [0.117, 0.408, -0.277], [0.109, -0.493, 0.280], [-0.769, -0.065, -0.044], [-0.702, -0.061, 0.244], [-0.020, 0.274, -0.316], [0.273, 0.097, 0.022], [-0.373, 0.125, 0.400], [0.702, -0.177, -0.353], [-0.351, -0.369, -0.274], [0.211, 0.103, 0.197], [0.961, -1.072, 0.666], [-0.165, -1.313, 0.969], [-1.042, 2.497, -0.477], [-0.211, -0.239, -1.054], [0.085, 1.123, 1.015], [0.967, 0.344, -0.640], [-1.141, -0.182, 1.721], [-0.182, -0.906, -0.259], [-0.264, 0.541, 0.022], [0.585, -0.023, -0.481], [0.175, -0.538, 0.219], [-0.603, -0.092, -0.291], [0.560, -0.152, 0.014], [0.073, 0.241, 0.115], [0.119, -0.349, 0.402], [0.000, 0.361, 0.220], [-0.119, 0.541, 0.115], [0.260, 0.104, -0.208], [-0.419, 0.133, 0.372], [0.192, -0.511, -1.116], [0.147, -0.737, -1.739], [0.283, -1.034, 0.156], [2.024, 0.387, 0.615], [-0.460, 0.958, 0.150], [0.002, -0.057, -2.098], [-1.174, -0.921, -0.726], [0.574, -0.011, 0.631], [0.833, 0.575, 0.865], [-0.649, -0.097, 0.498], [-0.449, -0.224, -0.295], [-0.592, 0.267, -0.519], [-0.654, 0.257, -0.629], [0.229, -0.603, -0.579], [0.149, 0.911, 0.305], [-0.015, -0.178, -0.336], [0.032, -0.256, 0.714], [0.135, 0.119, 0.511], [0.688, 0.041, 0.286], [-0.162, -0.180, -0.179], [-1.414, 0.805, 0.568], [0.005, -0.124, 0.483], [0.622, -0.423, -0.549], [-3.328, -1.918, -3.000], [2.180, 2.087, -2.846], [-0.645, -1.733, -0.549], [2.022, 1.211, 6.222], [-0.113, 0.013, 0.202], [0.713, -0.201, -0.785], [0.325, -1.192, 1.401], [-0.124, 0.809, -0.347], [-0.210, 0.345, -0.870], [-0.481, 0.574, 0.597], [-0.660, 0.208, 0.434], [0.220, -0.320, 0.605]],
  "homo_lumo_gap_ev": 7.11,
  "mol_weight_g_mol": 482.433,
  "charge": 1
}